<i>
17
Properties=species:S:1:pos:R:3 method="wB97M-V/def2-TZVPD" charge=0 lumo_ha="0.002 / -0.001" gap_ev="6.8987 / 6.3372"
C 0.32522 -1.01489 -0.23773
C -1.03858 -0.69498 -0.13230
C 2.66581 -0.68234 0.20860
C -3.05030 0.55698 -0.00275
N 1.35631 -0.14872 -0.04554
N -1.61130 0.47469 0.23958
Si 1.22718 1.59507 -0.11620
H 0.54397 -2.12576 -0.13648
H -1.68396 -1.47107 -0.50083
H 2.98338 -1.22799 -0.60315
H 3.55625 0.12416 0.26108
H 2.61279 -1.37685 1.09190
H -3.26179 1.42115 -0.54516
H -3.44962 -0.44320 -0.27712
H -3.53220 0.83824 0.82164
H -0.15419 2.04375 0.07639
H 2.51103 2.13175 -0.10194

---

<ii>
17
Properties=species:S:1:pos:R:3 method="wB97M-V/def2-TZVPD" charge=0 lumo_ha="-0.003 / 0.020" gap_ev="6.7596 / 7.5331"
C -0.74888 -0.71361 -1.23241
C 0.60187 -0.75778 -1.30430
C -2.60947 -0.15415 0.30792
C 2.72138 1.12895 0.02253
N -1.21462 -0.29463 0.01070
N 1.16533 -0.53989 -0.12377
Si 0.15150 0.10140 1.07012
H -1.54964 -0.95914 -1.90822
H 1.14687 -1.14248 -2.12199
H -3.10083 -0.43144 -0.59719
H -2.94998 -1.03158 1.04422
H -2.94665 0.82410 0.79943
H 2.19369 1.96232 0.23101
H 3.22471 0.57155 0.84179
H 3.34008 0.96447 -0.80978
H 0.55740 1.40951 1.58521
H 0.01723 -0.93760 2.18473

---

Most stable to least stable, the ends of the list are <ii> and <i>.

---

<i>
12
Properties=species:S:1:pos:R:3 method="wB97M-V/def2-TZVPD" charge=0 lumo_ha=0.024 gap_ev=9.1145
C 0.16768 0.57581 -1.21930
C -0.11694 -0.67434 -1.10265
C 0.51453 1.24792 0.15360
N -0.46879 -1.88371 1.40358
N 0.08791 0.36458 1.21032
N -0.18432 -0.87682 0.75889
O -0.71920 -2.94695 0.83976
H 0.12960 1.09326 -2.21773
H -0.24878 -1.65243 -1.68218
H 1.56961 1.64780 0.18850
H -0.05161 2.25935 -0.01246
H -0.67969 0.84555 1.67968

---

<ii>
12
Properties=species:S:1:pos:R:3 method="wB97M-V/def2-TZVPD" charge=0 smiles="Nc1c[nH]c(=O)[nH]1" lumo_ha=0.028 gap_ev=8.6714
N -0.55488 1.94854 0.08637
C -0.34741 0.56077 0.01862
C -1.01868 -0.60897 0.02093
N -0.03966 -1.61326 -0.02062
C 1.24971 -1.09931 -0.03995
O 2.28756 -1.73939 -0.06884
N 1.00054 0.26963 -0.02579
H -0.63892 2.37307 -0.82844
H -1.23160 2.25991 0.76283
H -2.07443 -0.82719 0.03607
H -0.20671 -2.60571 0.01043
H 1.57447 1.08190 0.04839

---

Most stable to least stable, the ends of the list are <ii> and <i>.

---

<i>
12
Properties=species:S:1:pos:R:3 method="wB97M-V/def2-TZVPD" charge=0 smiles="Cc1n[nH]c(=O)[nH]1" lumo_ha=0.028 gap_ev=9.6031
C -0.96074 -0.38002 1.60760
C -0.32639 0.03689 0.32763
N -0.78552 0.96087 -0.45314
N 0.10206 0.99778 -1.49892
C 1.13087 0.09429 -1.39840
O 2.05956 -0.12263 -2.15137
N 0.82493 -0.52038 -0.18380
H -1.25214 -1.43493 1.58051
H -1.85457 0.22518 1.76593
H -0.28464 -0.23545 2.45625
H -0.03912 1.63468 -2.26417
H 1.38649 -1.25622 0.21331

---

<ii>
12
Properties=species:S:1:pos:R:3 method="wB97M-V/def2-TZVPD" charge=0 lumo_ha=0.037 gap_ev=9.7076
O -2.06040 0.25730 -1.00558
C -1.74298 0.23196 0.36191
C -0.28884 0.34666 0.60383
N 0.71871 0.99457 0.52733
N 1.91876 0.82923 0.12734
C 1.65275 -1.23193 -0.43470
N 0.50355 -1.44391 -0.31753
H -1.58899 -0.48895 -1.40511
H -2.10434 -0.68320 0.84592
H -2.23486 1.08728 0.83559
H 2.54854 1.50947 0.54845
H 2.67810 -1.40849 -0.68745

---

Most stable to least stable, the ends of the list are <i> and <ii>.

---

<i>
12
Properties=species:S:1:pos:R:3 method="wB97M-V/def2-TZVPD" charge=0 lumo_ha=0.027 gap_ev=9.5029
N -0.03998 1.65874 -0.25110
C 0.41144 0.31858 -0.18367
C 1.60931 -0.28766 -0.01742
O 1.40764 -1.57548 0.29008
N 0.03885 -1.83859 0.35457
C -0.54554 -0.70172 0.08912
N -1.88755 -0.44030 0.08346
H 0.35512 1.31510 0.80550
H 0.65158 2.27498 -0.69622
H 2.63432 0.06036 -0.04064
H -2.11924 0.43142 -0.37703
H -2.51595 -1.21541 -0.05666

---

<ii>
12
Properties=species:S:1:pos:R:3 method="wB97M-V/def2-TZVPD" charge=0 lumo_ha=0.014 gap_ev=7.5472
O -2.41896 0.93080 -0.43268
C -1.74717 0.18022 0.47408
C -0.41009 0.26010 0.54947
N 0.35201 1.00718 -0.35327
N 1.26714 -0.04523 -0.68093
C 1.44616 -0.77271 0.61637
N 0.39133 -0.66605 1.29555
H -1.72037 1.40344 -0.92735
H 0.78960 -0.77306 -1.28895
H -2.37072 -0.45926 1.08534
H 2.10726 0.33066 -1.12162
H 2.31381 -1.39608 0.78400

---

Most stable to least stable, the ends of the list are <i> and <ii>.

---

<i>
12
Properties=species:S:1:pos:R:3 method="wB97M-V/def2-TZVPD" charge=0 smiles=CNc1nnco1 lumo_ha=0.028 gap_ev=9.7065
C -0.77109 -1.18953 -1.87398
C 0.13121 0.23064 -0.27839
C 0.35275 -0.18991 1.77624
H -1.13525 -1.24741 -2.97412
H -1.64106 -1.64170 -1.17385
H 0.02209 -1.89754 -1.72167
H -0.52629 0.91421 -1.92424
H 0.67398 -0.78278 2.59723
N -0.18685 0.05939 -1.62013
N 0.12058 1.41133 0.38344
N 0.35877 1.06309 1.65650
O 0.28523 -0.77359 0.56436

---

<ii>
12
Properties=species:S:1:pos:R:3 method="wB97M-V/def2-TZVPD" charge=0 smiles="Nc1c[nH]c(=O)[nH]1" lumo_ha=0.026 gap_ev=8.5836
N 2.03782 -0.01359 -0.01431
C 0.65617 0.11712 0.07010
C -0.15575 1.18840 0.03009
N -1.50589 0.72494 0.06442
C -1.47189 -0.68188 0.00932
O -2.39298 -1.44123 -0.19289
N -0.13865 -1.02467 0.19239
H 2.32562 -0.89774 -0.41375
H 2.45451 0.75453 -0.52432
H 0.07429 2.20663 -0.25176
H -2.05996 1.04770 0.85246
H 0.17670 -1.98021 0.17826

---

Most stable to least stable, the ends of the list are <ii> and <i>.

---

<i>
12
Properties=species:S:1:pos:R:3 method="wB97M-V/def2-TZVPD" charge=0 lumo_ha=0.027 gap_ev=8.8782
C -1.13666 0.18812 0.04162
C -0.37562 1.35472 0.08696
C 1.04142 -0.11472 -0.00639
H -3.03609 -0.42476 -0.70393
H -3.11031 -0.97465 0.91222
H -0.75362 2.30943 -0.17393
H 3.16621 -0.32463 0.09249
H -0.12894 -1.69952 -0.57620
N -2.43973 -0.56525 0.04779
N 0.95679 1.22845 -0.06591
N -0.12211 -0.75597 -0.14095
O 2.24040 -0.85064 0.10371

---

<ii>
12
Properties=species:S:1:pos:R:3 method="wB97M-V/def2-TZVPD" charge=0 smiles="N#CCO.N=C=N" lumo_ha=0.020 gap_ev=11.1389
O -2.74802 0.72549 -0.16925
C -1.51726 0.08410 0.04139
C -0.43772 0.77809 -0.69379
N 0.34366 1.34555 -1.33015
N 2.77944 0.40021 0.08081
C 2.04629 -0.54923 0.29851
N 1.28162 -1.44919 0.65322
H -2.92213 0.73182 -1.11948
H -1.51689 -0.97132 -0.26304
H -1.30405 0.11187 1.11233
H 2.53248 0.98228 -0.71670
H 1.50830 -2.37876 0.31703

---

Most stable to least stable, the ends of the list are <ii> and <i>.

---

<i>
12
Properties=species:S:1:pos:R:3 method="wB97M-V/def2-TZVPD" charge=0 lumo_ha="-0.002 / 0.000" gap_ev="7.9715 / 8.5771"
O 0.23437 -2.38679 0.87935
C 0.71023 -1.50984 -0.00900
C 0.49702 -0.09945 0.23887
N -0.59469 0.24327 0.88550
N -0.89168 1.40676 0.27809
C 0.09616 1.74596 -0.57614
N 1.02811 0.83031 -0.59342
H -0.53710 -1.98226 1.31071
H -0.59856 -0.96237 -1.42824
H 1.68822 -1.84833 -0.37000
H -1.71655 1.91259 0.54690
H 0.08447 2.65015 -1.16262

---

<ii>
12
Properties=species:S:1:pos:R:3 method="wB97M-V/def2-TZVPD" charge=0 lumo_ha=0.026 gap_ev=8.2230
N -1.23681 -0.93450 1.96167
C -1.26387 -0.19749 0.84394
N -1.37677 0.42321 -0.13612
C -0.05144 0.51881 -1.48133
O 0.02005 1.80536 -1.84854
C 1.10522 -0.00050 -0.79648
N 1.15682 -0.69196 0.29148
H -1.43029 -0.40225 2.80147
H -0.34344 -1.41999 2.00058
H -0.62916 1.93784 -2.55278
H 1.97808 0.09425 -1.46248
H 2.07159 -1.13278 0.37858

---

Most stable to least stable, the ends of the list are <ii> and <i>.

---

<i>
12
Properties=species:S:1:pos:R:3 method="wB97M-V/def2-TZVPD" charge=0 lumo_ha=0.019 gap_ev=7.9624
N 0.20663 2.06676 0.19177
C 0.08405 0.69817 0.05936
N -0.78584 -0.09734 0.65473
C -0.51953 -1.42541 0.30924
O -1.44395 -2.11940 0.89195
C 0.56686 -1.43518 -0.52307
N 0.91440 -0.06035 -0.67617
H -0.56507 2.47695 0.70054
H 0.38160 2.55234 -0.67873
H -1.68646 -0.72790 1.21383
H 1.06426 -2.20780 -1.08428
H 1.78303 0.27916 -1.05917

---

<ii>
12
Properties=species:S:1:pos:R:3 method="wB97M-V/def2-TZVPD" charge=0 lumo_ha=0.024 gap_ev=8.1687
N -1.26310 1.45450 1.60238
C -1.25639 0.84930 0.40927
N -1.30415 0.27370 -0.60293
C -0.07229 -1.04746 -1.14106
O 0.19405 -0.79414 -2.43052
C 1.03976 -0.84687 -0.24280
N 1.08543 -0.21286 0.87932
H -1.27475 2.46672 1.54954
H -0.46540 1.09683 2.12370
H -0.47556 -1.25454 -2.95473
H 1.85067 -1.52189 -0.56393
H 1.94173 -0.46330 1.37177

---

Most stable to least stable, the ends of the list are <i> and <ii>.

---

<i>
12
Properties=species:S:1:pos:R:3 method="wB97M-V/def2-TZVPD" charge=0 lumo_ha=0.012 gap_ev=9.3717
N -1.77752 -0.84935 0.96995
C -0.65981 -1.58065 1.10996
N 0.33633 -2.16448 1.25455
C 1.60918 0.51783 0.03505
O 1.88134 -0.53913 -0.67256
C 0.71657 1.42256 -0.71780
N -0.55519 1.35310 -0.61345
H -2.58288 -1.37709 0.65632
H -1.59197 0.00572 0.42766
H 2.38682 -1.15545 -0.11334
H 1.24066 2.23596 -1.24078
H -1.00352 2.13097 -1.09554

---

<ii>
12
Properties=species:S:1:pos:R:3 method="wB97M-V/def2-TZVPD" charge=0 lumo_ha=0.031 gap_ev=9.5366
C 1.05346 -0.34573 -1.29416
N -0.58234 1.30500 0.04469
C -0.29263 -0.59880 -1.67837
C -0.17373 0.24305 0.65790
N -0.23077 0.00569 2.01492
N 0.44714 -0.78531 -0.02753
O -1.31755 -0.88178 -2.12424
H -1.11095 1.93976 0.63454
H 0.03663 -0.91847 2.31437
H -0.97210 0.44497 2.53518
H 1.74616 -1.09439 -1.67871
H 1.39667 0.68602 -1.39860

---

Most stable to least stable, the ends of the list are <ii> and <i>.